# 1
Formula: C4H7NO2
Source: the OMol25 dataset
Level of theory: ωB97M-V with the def2-TZVPD basis set

```
14
Properties=species:S:1:pos:R:3:mulliken_charge:R:1
C -1.93 0.04 0.15 -1.153
C -0.68 0.07 -0.71 0.891
N -0.08 1.23 -1.05 -0.504
O -0.07 -0.99 -0.98 -0.515
C 1.46 -1.05 0.56 -0.476
C 1.93 0.18 0.14 0.114
O 1.21 1.22 0.33 -0.408
H -1.66 0.30 1.18 0.243
H -2.67 0.77 -0.20 0.390
H -2.37 -0.95 0.13 0.332
H -0.60 2.03 -0.66 0.264
H 0.67 -1.11 1.29 0.221
H 2.01 -1.96 0.34 0.276
H 2.79 0.24 -0.53 0.324
```

Values from the calculation:
energy above the lowest of the compared OMol25 structures with the same formula, charge and spin = 105.0 kcal per mole
gap between HOMO and LUMO = 8.5 eV
molecular weight = 101.1 g mol⁻¹
lowest unoccupied orbital energy = -0.91 eV
E_tot = -9842.7248 eV

=====

# 2
Formula: C9H10NO3
Source: the OMol25 dataset
Level of theory: ωB97M-V with the def2-TZVPD basis set

```
23
Properties=species:S:1:pos:R:3:mulliken_charge:R:1
C 1.19 -0.22 -3.34 -0.385
C 2.05 0.24 -2.34 -0.441
C 1.55 0.72 -1.13 -0.489
C 0.17 0.68 -0.86 0.784
C -0.39 1.04 0.50 -0.361
O -1.60 1.28 0.62 -0.637
C -0.70 0.27 -1.89 -0.363
C -0.19 -0.20 -3.11 -0.343
H 1.59 -0.62 -4.28 0.340
H 3.12 0.26 -2.53 0.337
H 2.22 1.13 -0.37 0.303
H 0.44 1.39 1.19 0.283
H -1.78 0.32 -1.74 0.343
H -0.87 -0.54 -3.89 0.337
C -0.80 -0.08 3.48 -1.139
C -0.23 -0.41 2.17 -0.515
N -1.00 -1.36 1.53 1.029
O -0.66 -1.94 0.48 -0.749
O -2.15 -1.53 2.02 -0.736
H -0.06 0.49 4.02 0.371
H -1.65 0.59 3.34 0.234
H -1.09 -0.96 4.07 0.311
H 0.85 -0.52 2.06 0.487
```

Values from the calculation:
energy above the lowest of the compared OMol25 structures with the same formula, charge and spin = 37.9 kcal per mole
gap between HOMO and LUMO = 6.7 eV
net charge = -1
molecular weight = 180.2 g mol⁻¹
lowest unoccupied orbital energy = 3.48 eV
E_tot = -17124.6898 eV

=====

# 3
Formula: C4H8NOPS2
Source: the OMol25 dataset
Level of theory: ωB97M-V with the def2-TZVPD basis set

```
17
Properties=species:S:1:pos:R:3:mulliken_charge:R:1
C 1.16 -1.97 -1.17 -0.628
C -0.71 -1.79 0.56 -1.133
C -0.03 0.29 -0.84 -0.817
C 0.02 -1.21 -0.64 1.202
N -0.17 2.57 0.39 -0.201
O -0.08 -1.94 -1.84 -0.511
P 0.00 3.99 1.23 -0.069
S 0.41 -1.97 1.97 -0.052
S 0.64 1.21 0.59 0.100
H 1.97 -1.45 -1.66 0.283
H 1.42 -2.91 -0.70 0.251
H -1.55 -1.16 0.86 0.328
H -1.08 -2.78 0.31 0.427
H 0.53 0.56 -1.73 0.410
H -1.06 0.64 -0.96 0.319
H -0.14 3.56 2.56 0.032
H -1.34 4.35 1.06 0.057
```

Values from the calculation:
energy above the lowest of the compared OMol25 structures with the same formula, charge and spin = 0.0 kcal per mole
gap between HOMO and LUMO (spin up / spin down) = 8.5 / 5.8 eV
molecular weight = 181.2 g mol⁻¹
lowest unoccupied orbital energy (spin up / spin down) = -0.76 / -2.07 eV
E_tot = -38770.4412 eV

=====

# 4
Formula: C3H7N2O
Source: the OMol25 dataset
Level of theory: ωB97M-V with the def2-TZVPD basis set

```
13
Properties=species:S:1:pos:R:3:mulliken_spin:R:1
C -1.22 0.45 -0.88 0.385
C -1.78 -0.81 -0.48 0.369
N -1.27 -1.08 0.72 -0.042
C -0.35 -0.14 1.08 0.338
N -0.21 0.67 0.00 -0.071
H -1.33 1.24 -1.61 0.000
H -2.55 -1.48 -0.86 0.003
H -1.42 -1.96 1.23 -0.001
H 0.25 -0.29 1.97 0.021
H 0.56 1.34 -0.15 -0.001
H 3.15 1.39 -0.72 0.000
H 3.45 0.07 0.06 0.000
O 2.74 0.58 -0.37 0.002
```

Values from the calculation:
energy above the lowest of the compared OMol25 structures with the same formula, charge and spin = 13.1 kcal per mole
gap between HOMO and LUMO (spin up / spin down) = 8.8 / 4.8 eV
net charge = +2
molecular weight = 87.1 g mol⁻¹
spin multiplicity = 2
lowest unoccupied orbital energy (spin up / spin down) = -10.28 / -14.27 eV
E_tot = -8231.2201 eV

=====

# 5
Formula: C22H35AlBCaCl2F7KN5O13P
Source: the OMol25 dataset
Level of theory: ωB97M-V with the def2-TZVPD basis set

```
89
Properties=species:S:1:pos:R:3:mulliken_charge:R:1
N 8.87 -2.68 1.49 -0.571
C 7.78 -3.49 0.83 -0.626
C 6.30 -2.72 0.80 0.234
C 4.99 -3.62 1.17 -0.472
N 3.65 -2.99 1.11 -0.737
N 3.57 -1.69 0.76 0.712
P 1.85 -1.07 0.68 0.826
O 1.72 0.42 1.20 -0.564
O 0.71 -2.19 1.40 -0.394
O 1.47 -1.06 -1.05 -0.590
C 4.58 -0.63 0.41 0.013
C 6.17 -1.13 0.41 0.142
C 7.43 -0.14 0.04 -0.254
C 7.83 0.93 1.23 -0.339
C 9.09 1.85 0.62 0.391
N 9.21 2.10 -0.89 -0.511
O 9.97 2.38 1.51 -0.491
H 9.60 -2.56 0.73 0.281
H 9.32 -3.36 2.18 0.301
H 8.07 -3.64 -0.32 0.326
H 7.64 -4.58 1.26 0.389
H 5.12 -4.75 1.47 0.306
H 0.64 -2.06 2.40 0.384
H 2.27 -1.45 -1.55 0.381
H 4.28 0.49 0.14 0.226
H 7.07 0.53 -0.88 0.251
H 8.34 -0.80 -0.28 0.227
H 8.16 0.35 2.20 0.307
H 6.90 1.64 1.48 0.286
H 9.48 1.21 -1.38 0.300
H 8.27 2.37 -1.27 0.311
B 8.54 0.75 -4.52 0.620
F 8.62 -0.18 -5.63 -0.373
F 9.18 0.18 -3.36 -0.417
F 9.21 1.99 -4.89 -0.375
F 7.14 1.03 -4.22 -0.513
C 0.03 4.03 0.54 0.644
O 0.84 3.73 1.45 -0.605
O -0.08 3.04 -0.33 -0.671
O -0.66 5.06 0.35 -0.617
H 0.56 2.50 0.16 0.500
N 6.32 1.12 -7.32 0.096
C 6.19 2.34 -7.92 -0.323
C 5.85 2.14 -9.24 -0.587
C 5.77 0.74 -9.44 -0.391
C 6.06 0.13 -8.24 -0.506
H 6.56 0.96 -6.35 0.261
H 6.35 3.26 -7.36 0.390
H 5.69 2.91 -9.98 0.379
H 5.53 0.23 -10.37 0.383
H 6.11 -0.91 -7.96 0.364
Ca 0.94 2.73 -2.03 1.683
C -2.90 -1.97 1.73 -0.265
C -2.33 -2.58 2.99 0.664
O -2.91 -3.63 3.40 -0.665
O -1.34 -1.97 3.48 -0.776
H -3.75 -2.55 1.36 0.242
H -3.24 -0.95 1.93 -0.100
H -2.14 -1.95 0.94 0.332
C -7.12 2.15 0.65 -1.217
C -8.23 1.58 1.51 -0.642
O -8.52 0.22 1.23 -0.313
C -7.68 -0.82 1.80 0.029
O -7.56 -0.67 3.11 -0.866
C -6.29 -1.00 1.05 0.760
F -6.44 -0.83 -0.29 -0.313
F -5.80 -2.26 1.21 -0.294
F -5.32 -0.14 1.44 -0.249
H -7.18 1.79 -0.38 0.271
H -7.16 3.24 0.65 0.521
H -6.13 1.88 1.04 0.163
H -9.14 2.13 1.27 0.552
H -8.05 1.76 2.58 0.371
H -8.21 -1.72 1.46 0.154
K -9.94 3.35 1.45 1.016
C -9.84 -0.07 5.57 0.105
Cl -10.30 1.49 4.87 -0.184
Cl -9.39 0.10 7.27 -0.176
H -10.69 -0.75 5.50 0.215
H -8.99 -0.47 5.01 0.061
Al -2.19 0.66 2.44 0.604
O -13.72 -1.03 4.32 -0.367
C -13.85 -0.08 3.38 -0.174
C -12.74 -0.29 2.25 0.294
O -12.86 0.66 1.32 -0.454
H -13.74 0.97 3.71 0.229
H -14.81 -0.03 2.85 0.312
H -12.86 -1.34 1.91 0.256
H -11.77 -0.35 2.79 -0.080
```

Values from the calculation:
gap between HOMO and LUMO = 1.9 eV
net charge = +1
molecular weight = 929.4 g mol⁻¹
lowest unoccupied orbital energy = -7.07 eV
E_tot = -152820.0424 eV

=====

# 6
Formula: C23H23N3O3
Source: the OMol25 dataset
Level of theory: ωB97M-V with the def2-TZVPD basis set

```
52
Properties=species:S:1:pos:R:3:mulliken_charge:R:1
C 5.76 -1.98 1.89 -0.896
C 5.40 -1.46 0.73 -0.218
C 3.99 -1.49 0.21 -0.553
N 3.36 -0.18 0.23 0.159
C 4.20 1.01 0.23 -1.000
C 4.91 1.18 -1.08 0.086
C 6.18 1.50 -1.20 -0.914
C 2.03 -0.01 0.09 0.805
O 1.50 1.08 0.07 -0.705
C 1.18 -1.29 -0.04 -1.124
N -0.15 -0.91 -0.42 0.305
C -0.46 -0.53 -1.74 0.081
O 0.28 -0.66 -2.68 -0.681
N -1.73 -0.08 -1.71 0.000
C -2.30 -0.02 -0.38 2.993
C -3.46 -0.97 -0.18 -0.980
C -4.07 -1.02 1.07 0.133
C -5.12 -1.89 1.29 -0.965
C -5.58 -2.71 0.27 -0.378
C -4.97 -2.66 -0.97 -0.920
C -3.91 -1.80 -1.20 -0.328
C -2.62 1.42 -0.02 -0.150
C -1.60 2.29 0.34 -0.353
C -1.89 3.61 0.63 -0.846
C -3.19 4.08 0.55 -0.460
C -4.20 3.22 0.18 -0.879
C -3.93 1.89 -0.11 -0.307
C -1.13 -0.57 0.46 -0.059
O -1.10 -0.74 1.65 -0.676
H 6.78 -1.97 2.22 0.293
H 5.05 -2.45 2.55 0.256
H 6.13 -1.01 0.07 0.471
H 4.00 -1.88 -0.81 0.215
H 3.40 -2.17 0.84 0.453
H 4.91 0.96 1.06 0.443
H 3.52 1.85 0.38 0.345
H 4.28 1.05 -1.95 0.357
H 6.65 1.65 -2.16 0.264
H 6.81 1.65 -0.34 0.296
H 1.59 -1.94 -0.82 0.371
H 1.13 -1.81 0.92 0.459
H -2.15 0.39 -2.50 0.264
H -3.71 -0.39 1.86 0.474
H -5.59 -1.93 2.26 0.393
H -6.40 -3.38 0.44 0.408
H -5.32 -3.30 -1.77 0.424
H -3.43 -1.77 -2.17 0.433
H -0.58 1.94 0.39 0.506
H -1.08 4.28 0.91 0.448
H -3.41 5.11 0.78 0.397
H -5.22 3.58 0.10 0.410
H -4.72 1.23 -0.40 0.448
```

Values from the calculation:
energy above the lowest of the compared OMol25 structures with the same formula, charge and spin = 19.1 kcal per mole
gap between HOMO and LUMO = 9.9 eV
molecular weight = 389.5 g mol⁻¹
lowest unoccupied orbital energy = 0.75 eV
E_tot = -34837.7981 eV
SMILES = C=CCN(CC=C)C(=O)CN1C(=O)NC(c2ccccc2)(c2ccccc2)C1=O

=====

Q: What is the formula in the fifth record?
A: C22H35AlBCaCl2F7KN5O13P

=====

Q: Which formula does entry 2 have?
A: C9H10NO3

=====

Q: molecular weight of number 1 (C4H7NO2)?
A: 101.1 g mol⁻¹

=====

Q: Among the records above, which one has the highest molecular weight?
A: C22H35AlBCaCl2F7KN5O13P